Entry 1:
{
  "formula": "C24H43BCl4F7NO3P",
  "method": "wB97M-V/def2-TZVPD",
  "charge": -1,
  "gap_ha": 0.229,
  "elements": ["C", "C", "C", "C", "C", "C", "C", "C", "C", "C", "C", "O", "B", "P", "N", "C", "F", "F", "C", "F", "F", "C", "F", "F", "F", "O", "C", "C", "O", "C", "C", "C", "C", "C", "C", "C", "H", "H", "H", "H", "H", "H", "H", "H", "H", "H", "H", "H", "H", "H", "H", "H", "H", "H", "H", "H", "H", "H", "H", "H", "H", "H", "H", "H", "H", "H", "H", "H", "H", "H", "H", "H", "H", "H", "H", "H", "H", "H", "H", "C", "Cl", "Cl", "Cl", "Cl"],
  "xyz": [[3.06, -1.38, 3.84], [1.61, -1.86, 4.04], [1.05, -2.61, 2.81], [0.00, -1.83, 2.01], [0.43, -0.45, 1.51], [0.54, -0.34, -0.03], [1.81, -1.12, -0.42], [3.11, -0.38, 0.00], [1.87, -1.56, -1.91], [1.94, -3.08, -2.08], [0.70, -3.83, -1.56], [-0.56, -0.99, -0.62], [-1.66, -0.07, -0.86], [-3.02, 0.15, 0.64], [-3.84, 1.53, 0.58], [-2.59, -0.47, -2.17], [-3.30, -1.62, -1.83], [-3.53, 0.47, -2.46], [-1.96, -0.87, -3.52], [-1.09, -1.87, -3.37], [-2.96, -1.36, -4.32], [-1.30, 0.30, -4.35], [-1.40, 1.47, -3.76], [-1.88, 0.41, -5.55], [-0.01, 0.03, -4.58], [-1.01, 1.24, -0.89], [0.37, 1.16, -0.51], [0.57, 2.25, 0.57], [-0.50, 2.39, 1.48], [-0.25, 3.47, 2.36], [-0.92, 3.29, 3.73], [-2.14, 2.38, 3.74], [1.11, 1.68, -1.77], [2.52, 2.32, -1.64], [3.50, 1.74, -2.68], [2.46, 3.86, -1.85], [3.10, -0.40, 3.37], [3.60, -2.06, 3.18], [3.61, -1.33, 4.78], [1.56, -2.47, 4.93], [1.00, -0.95, 4.15], [0.55, -3.51, 3.17], [1.85, -2.96, 2.15], [-0.35, -2.47, 1.20], [-0.86, -1.70, 2.68], [1.39, -0.19, 1.98], [-0.27, 0.29, 1.89], [1.83, -2.06, 0.13], [3.74, -0.15, -0.85], [2.87, 0.50, 0.58], [3.70, -1.02, 0.66], [1.02, -1.18, -2.47], [2.77, -1.16, -2.38], [2.85, -3.47, -1.62], [2.01, -3.26, -3.16], [1.00, -4.60, -0.84], [-0.01, -3.16, -1.08], [0.18, -4.33, -2.38], [-2.35, 0.02, 1.88], [-3.94, -0.94, 0.66], [-3.66, 2.07, 1.41], [0.71, 3.21, 0.07], [1.49, 2.04, 1.13], [0.83, 3.60, 2.52], [-0.61, 4.39, 1.90], [-0.20, 2.96, 4.48], [-1.24, 4.29, 4.05], [-2.99, 2.85, 3.26], [-2.43, 2.16, 4.77], [-1.91, 1.44, 3.25], [0.44, 2.45, -2.14], [1.15, 0.91, -2.54], [2.96, 2.18, -0.66], [4.50, 1.68, -2.26], [3.19, 0.76, -3.04], [3.57, 2.39, -3.55], [2.54, 4.37, -0.89], [3.28, 4.22, -2.46], [1.52, 4.17, -2.29], [-7.32, -2.78, -0.82], [-7.74, -4.48, -1.12], [-7.38, -2.48, 0.93], [-5.72, -2.43, -1.42], [-8.51, -1.74, -1.62]],
  "lowdin_charge": [-0.116, -0.240, -0.212, -0.175, -0.104, -0.320, -0.224, -0.022, -0.166, -0.232, -0.094, 0.018, -0.802, 0.820, -0.331, -0.323, -0.062, 0.098, -0.329, 0.149, 0.114, -0.531, 0.201, 0.157, 0.156, 0.023, -0.288, -0.130, -0.145, -0.222, -0.217, -0.102, -0.062, -0.370, -0.079, -0.075, 0.056, 0.061, 0.059, 0.094, 0.099, 0.101, 0.094, 0.109, 0.104, 0.098, 0.080, 0.114, 0.059, 0.057, 0.073, 0.087, 0.088, 0.099, 0.097, 0.063, 0.053, 0.064, -0.036, -0.048, -0.110, 0.126, 0.123, 0.114, 0.125, 0.098, 0.099, 0.068, 0.070, 0.032, 0.113, 0.092, 0.097, 0.075, 0.051, 0.068, 0.066, 0.061, 0.075, -2.048, 0.487, 0.509, 0.615, 0.505]
}

---

Entry 2:
{
  "formula": "C24H43BrN4O9RuSSi",
  "method": "wB97M-V/def2-TZVPD",
  "multiplicity": 6,
  "charge": -1,
  "gap_ha": [0.285, 0.283],
  "elements": ["Ru", "O", "C", "C", "C", "N", "C", "C", "C", "O", "O", "C", "O", "O", "H", "H", "H", "O", "S", "O", "O", "O", "C", "C", "C", "C", "Si", "Br", "C", "C", "C", "C", "C", "C", "C", "C", "H", "H", "H", "H", "H", "H", "H", "H", "H", "H", "H", "H", "H", "H", "H", "H", "H", "H", "H", "H", "H", "H", "H", "H", "H", "H", "H", "C", "N", "C", "C", "N", "N", "C", "C", "H", "H", "H", "H", "H", "H", "H", "H", "H", "H", "H", "H", "H"],
  "xyz": [[0.74, 0.53, -1.91], [5.92, -0.56, 1.20], [4.85, -0.07, 0.52], [3.80, 0.57, 1.18], [2.73, 0.99, 0.40], [2.73, 0.80, -0.91], [3.75, 0.25, -1.56], [4.85, -0.22, -0.87], [3.55, 0.32, -3.09], [4.48, 0.05, -3.82], [2.39, 0.77, -3.41], [1.46, 1.74, 0.87], [1.43, 2.20, 2.00], [0.57, 1.84, -0.04], [5.78, -0.41, 2.15], [3.79, 0.74, 2.24], [5.68, -0.68, -1.39], [-1.05, -2.78, -2.41], [-0.33, -1.80, -3.18], [-0.24, -2.07, -4.59], [-0.95, -0.40, -2.95], [1.05, -1.53, -2.56], [-3.06, -0.32, 3.88], [-2.42, -0.29, 2.48], [-3.55, -0.43, 1.45], [-1.78, 1.09, 2.27], [-1.15, -1.71, 2.26], [-0.04, -1.26, 0.35], [-1.96, -3.43, 1.89], [-0.91, -4.54, 1.89], [-3.03, -3.79, 2.94], [-2.65, -3.47, 0.52], [0.19, -1.81, 3.67], [0.57, -0.42, 4.20], [1.49, -2.47, 3.19], [-0.34, -2.62, 4.87], [-3.80, 0.48, 3.95], [-2.33, -0.15, 4.67], [-3.58, -1.25, 4.09], [-4.19, 0.46, 1.51], [-4.18, -1.30, 1.64], [-3.17, -0.49, 0.43], [-2.56, 1.85, 2.32], [-1.29, 1.18, 1.29], [-1.03, 1.34, 3.01], [-0.44, -4.70, 2.86], [-0.13, -4.35, 1.15], [-1.39, -5.48, 1.60], [-2.66, -3.80, 3.97], [-3.41, -4.79, 2.73], [-3.88, -3.11, 2.90], [-1.98, -3.23, -0.31], [-3.51, -2.81, 0.46], [-3.01, -4.49, 0.35], [0.94, 0.24, 3.42], [1.38, -0.55, 4.93], [-0.25, 0.08, 4.71], [1.98, -1.86, 2.43], [1.35, -3.46, 2.78], [2.16, -2.55, 4.04], [-1.28, -2.23, 5.26], [0.39, -2.57, 5.68], [-0.49, -3.67, 4.63], [-1.22, 4.65, -5.29], [-0.65, 3.34, -5.07], [-1.48, 2.26, -5.59], [0.01, 3.11, -3.86], [-0.29, 2.13, -3.08], [1.01, 3.98, -3.57], [1.85, 4.54, -4.60], [1.61, 3.94, -2.25], [-2.23, 4.72, -4.88], [-1.27, 4.86, -6.36], [-0.61, 5.41, -4.82], [-1.63, 2.43, -6.65], [-2.46, 2.22, -5.10], [-0.98, 1.30, -5.45], [-1.13, 1.65, -3.38], [1.46, 4.30, -5.58], [2.86, 4.12, -4.52], [1.92, 5.63, -4.49], [0.84, 3.82, -1.49], [2.14, 4.88, -2.09], [2.32, 3.10, -2.16]],
  "lowdin_spin": [3.974, 0.003, 0.006, 0.001, 0.014, 0.076, 0.012, 0.000, 0.012, 0.020, 0.148, 0.010, 0.016, 0.111, 0.000, 0.001, 0.000, 0.016, 0.011, 0.021, 0.166, 0.175, 0.000, 0.000, 0.000, 0.000, 0.009, 0.038, 0.003, 0.000, 0.001, 0.000, 0.002, 0.000, 0.000, 0.001, 0.000, 0.000, 0.000, 0.000, 0.000, 0.000, 0.000, 0.000, 0.000, 0.000, 0.000, 0.000, 0.000, 0.000, 0.000, 0.000, 0.000, 0.000, 0.000, 0.000, 0.000, 0.000, 0.000, 0.000, 0.000, 0.000, 0.000, 0.001, 0.012, 0.001, 0.021, 0.098, 0.010, 0.001, 0.003, 0.000, 0.000, 0.000, 0.000, 0.000, 0.000, 0.002, 0.000, 0.000, 0.000, 0.000, 0.000, 0.001]
}

---

Entry 3:
{
  "formula": "C24H43BrP2Re",
  "method": "wB97M-V/def2-TZVPD",
  "multiplicity": 4,
  "charge": 2,
  "gap_ha": [0.297, 0.212],
  "elements": ["Re", "C", "C", "C", "C", "C", "C", "H", "H", "H", "C", "H", "H", "H", "C", "H", "H", "H", "C", "H", "H", "H", "C", "H", "H", "H", "C", "C", "C", "C", "C", "C", "C", "C", "H", "H", "H", "H", "H", "H", "H", "H", "H", "H", "H", "H", "P", "P", "C", "C", "H", "H", "H", "H", "C", "H", "H", "H", "C", "H", "H", "H", "C", "H", "H", "H", "C", "H", "H", "H", "Br"],
  "xyz": [[0.03, -0.52, 1.32], [-0.66, -2.20, 2.35], [0.72, -2.40, 2.01], [0.57, -0.52, 3.38], [-0.75, -1.04, 3.19], [1.48, -1.36, 2.65], [-1.84, -3.06, 2.00], [-1.61, -3.72, 1.16], [-2.71, -2.44, 1.73], [-2.15, -3.68, 2.85], [-1.96, -0.62, 3.96], [-2.87, -0.80, 3.38], [-1.91, 0.44, 4.20], [-2.08, -1.17, 4.90], [0.92, 0.58, 4.31], [0.92, 0.24, 5.36], [0.18, 1.39, 4.24], [1.91, 0.97, 4.11], [2.96, -1.22, 2.64], [3.42, -1.79, 3.46], [3.26, -0.17, 2.79], [3.38, -1.60, 1.71], [1.31, -3.54, 1.25], [1.69, -4.31, 1.94], [2.16, -3.19, 0.65], [0.57, -3.99, 0.59], [-1.81, 1.01, -3.45], [-1.97, -0.31, -3.27], [-1.15, -1.40, -3.92], [0.39, -1.17, -4.08], [1.05, -0.44, -2.95], [1.18, 0.91, -2.92], [0.60, 1.88, -3.92], [-0.87, 1.65, -4.43], [-1.58, -1.63, -4.91], [0.57, -0.67, -5.04], [-1.30, -2.33, -3.34], [-0.82, 1.07, -5.36], [-2.55, 1.69, -3.01], [-2.86, -0.67, -2.74], [-1.27, 2.64, -4.70], [0.68, 2.90, -3.51], [2.03, 1.34, -2.37], [1.27, 1.90, -4.80], [0.86, -2.17, -4.18], [1.60, -1.06, -2.23], [-1.72, 0.84, 0.18], [1.45, 1.59, 0.72], [-0.92, 2.20, -0.78], [0.36, 2.78, -0.22], [-1.68, 2.99, -0.83], [-0.76, 1.84, -1.79], [0.99, 3.25, -0.99], [0.10, 3.55, 0.51], [2.24, 2.68, 1.96], [2.83, 2.09, 2.68], [1.46, 3.24, 2.50], [2.92, 3.39, 1.45], [2.94, 1.00, -0.14], [3.47, 1.84, -0.62], [2.68, 0.26, -0.90], [3.62, 0.51, 0.57], [-3.48, 0.62, -0.06], [-3.80, -0.31, 0.43], [-3.74, 0.57, -1.12], [-3.99, 1.46, 0.41], [-1.13, -0.76, -0.67], [-0.54, -1.61, -0.22], [-0.56, -0.45, -1.54], [-2.06, -1.27, -0.95], [-1.65, 2.30, 2.39]],
  "lowdin_spin": [1.639, 0.068, 0.057, 0.049, 0.016, 0.045, 0.020, 0.000, 0.002, 0.006, 0.004, 0.000, 0.000, -0.001, 0.011, 0.002, 0.001, 0.000, 0.009, 0.001, 0.000, 0.001, 0.022, 0.005, 0.001, 0.001, 0.004, 0.001, 0.001, 0.000, 0.001, 0.001, 0.000, 0.001, 0.000, 0.000, 0.000, 0.000, 0.000, 0.000, 0.000, 0.000, 0.000, 0.000, 0.000, 0.001, 0.216, 0.031, 0.009, 0.013, 0.000, 0.002, 0.000, 0.001, -0.003, 0.000, 0.000, -0.001, 0.016, 0.002, 0.003, 0.000, 0.012, 0.001, 0.003, 0.001, 0.158, 0.018, 0.018, 0.007, 0.519]
}

---

Entry 4:
{
  "formula": "C24H43ClGdP2",
  "method": "wB97M-V/def2-TZVPD",
  "multiplicity": 8,
  "charge": 1,
  "gap_ha": [0.261, 0.269],
  "elements": ["Gd", "C", "C", "C", "C", "C", "C", "H", "H", "H", "C", "H", "H", "H", "C", "H", "H", "H", "C", "H", "H", "H", "C", "H", "H", "H", "C", "C", "C", "C", "C", "C", "C", "C", "H", "H", "H", "H", "H", "H", "H", "H", "H", "H", "H", "H", "P", "C", "C", "P", "C", "C", "C", "H", "H", "H", "H", "H", "H", "H", "H", "H", "H", "H", "H", "H", "H", "Cl", "C", "H", "H"],
  "xyz": [[0.09, 0.13, 2.41], [-1.73, -0.87, 3.83], [-1.34, -1.96, 2.98], [0.54, -1.31, 4.23], [-0.57, -0.46, 4.61], [0.06, -2.25, 3.22], [-3.14, -0.34, 4.02], [-3.71, -0.45, 3.09], [-3.13, 0.71, 4.32], [-3.61, -0.94, 4.80], [-0.50, 0.67, 5.61], [-1.38, 1.31, 5.55], [0.38, 1.28, 5.44], [-0.44, 0.21, 6.59], [1.93, -1.26, 4.81], [1.86, -1.80, 5.74], [2.24, -0.23, 4.99], [2.65, -1.74, 4.14], [0.88, -3.36, 2.60], [0.75, -4.22, 3.25], [1.94, -3.10, 2.54], [0.52, -3.62, 1.60], [-2.26, -2.78, 2.10], [-2.52, -3.65, 2.70], [-1.76, -3.11, 1.19], [-3.16, -2.22, 1.85], [-0.76, 1.90, 1.24], [-1.86, 1.07, 1.28], [-2.32, 0.22, 0.15], [-1.18, -0.52, -0.63], [-0.02, -1.01, 0.16], [1.16, -0.30, 0.35], [1.37, 1.11, -0.10], [0.17, 2.09, 0.08], [-2.86, 0.91, -0.53], [-0.78, 0.14, -1.41], [-3.06, -0.52, 0.49], [-0.46, 2.08, -0.81], [-0.56, 2.54, 2.14], [-2.55, 1.17, 2.14], [0.58, 3.11, 0.18], [2.27, 1.54, 0.37], [2.05, -0.83, 0.80], [1.60, 1.00, -1.18], [-1.61, -1.39, -1.14], [-0.02, -2.09, 0.44], [-0.37, 1.27, -4.23], [-0.41, 3.12, -4.22], [-1.74, 0.94, -5.42], [1.98, -0.57, -5.03], [1.08, 1.03, -5.39], [1.44, -1.54, -6.51], [3.67, -0.07, -5.61], [0.46, 3.50, -3.66], [-1.32, 3.45, -3.69], [-0.41, 3.53, -5.23], [-1.66, 1.56, -6.33], [-2.70, 1.15, -4.93], [-1.73, -0.13, -5.71], [3.65, 0.33, -6.63], [4.33, -0.94, -5.58], [4.07, 0.69, -4.93], [1.77, 1.88, -5.26], [0.72, 1.00, -6.43], [2.01, -2.48, -6.55], [1.59, -0.99, -7.45], [0.37, -1.80, -6.40], [1.10, 3.09, 3.94], [1.69, 1.73, 3.10], [2.17, 2.15, 2.22], [2.49, 1.26, 3.69]],
  "lowdin_spin": [7.258, -0.007, -0.002, -0.022, -0.023, -0.009, 0.000, 0.000, 0.000, 0.000, -0.002, 0.000, 0.000, -0.001, -0.002, -0.001, 0.000, 0.000, 0.000, 0.000, 0.000, 0.000, 0.001, 0.000, 0.000, 0.000, -0.009, 0.004, 0.000, -0.001, -0.009, 0.001, 0.001, -0.001, 0.000, 0.000, 0.000, 0.000, 0.000, 0.002, 0.000, 0.000, 0.000, 0.000, 0.000, 0.001, 0.000, 0.000, 0.000, 0.000, 0.000, 0.000, 0.000, 0.000, 0.000, 0.000, 0.000, 0.000, 0.000, 0.000, 0.000, 0.000, 0.000, 0.000, 0.000, 0.000, 0.000, -0.032, -0.138, -0.005, -0.004]
}